Here is 5 unconnected molecules or ions with the total composition C40H73BrClN7O6PS in a non-equilibrium geometry from the OMol25 dataset. Energies are from the ωB97M-V functional and the def2-TZVPD basis.

E   -168056.151 eV
Total charge   +1
Kohn-Sham gap   8.25 eV
LUMO energy   -3.6 eV
Highest occupied orbital energy   -11.90 eV

Last column: Mulliken charge in e.
CARTESIAN COORDINATES (ANGSTROEM)
1 C -2.71308 -1.10623 4.37063  -0.406
2 C -4.10784 -1.20162 5.17605  -0.031
3 C -5.33874 -1.04138 4.14179  -0.632
4 C -6.06145 -2.42552 3.75658  -0.771
5 C -5.08532 -3.44659 2.93194  0.330
6 C -5.12405 -2.98802 1.39796  -0.681
7 C -3.89383 -3.55834 0.52514  -0.681
8 C -3.19369 -2.29726 -0.18052  0.411
9 C -1.87386 -2.67965 -1.02641  -0.838
10 C -0.58749 -1.93160 -0.35388  -0.564
11 C 0.02081 -0.77917 -1.29435  -0.463
12 N -0.06666 0.61200 -0.68413  0.971
13 C 0.96454 1.44274 -0.56362  -1.933
14 N 2.32752 1.05978 -0.94939  0.719
15 C 3.20154 0.29575 -0.02229  -0.642
16 C 2.57201 -0.93653 0.76465  0.042
17 C 3.83906 -1.69182 1.47673  -1.106
18 Br 1.41622 -0.38317 2.32649  -0.162
19 C 2.99950 2.42190 -0.98960  0.063
20 C 4.55891 2.52700 -1.32117  -1.012
21 C 4.96082 3.73931 -2.29885  -0.665
22 C 6.35250 4.35225 -1.78175  -0.384
23 C 7.60363 3.87556 -2.68837  0.261
24 O 7.77011 4.38902 -3.81799  -0.505
25 O 8.55508 2.90704 -2.20953  -0.427
26 C 2.32286 3.34694 0.12258  0.633
27 O 2.65400 4.66478 -0.34147  -0.491
28 S 2.94286 3.38898 1.86406  -0.100
29 N 0.90395 2.83760 -0.05456  0.822
30 C 0.11178 3.79510 -0.91242  0.834
31 C -0.43876 5.06659 -0.05931  -0.799
32 C -2.03086 5.12594 0.00157  0.351
33 O -2.81158 4.82860 -0.91987  -0.475
34 O -2.59047 5.59056 1.25057  -0.492
35 P -1.76225 0.96428 -0.15956  0.468
36 O -1.77450 2.23464 0.99760  -0.539
37 Cl -2.85061 1.58492 -1.90531  -0.209
38 H -2.23204 -2.13959 4.36828  0.135
39 H -2.02223 -0.30401 4.82604  0.354
40 H -2.87478 -0.80143 3.27391  -0.178
41 H -4.23972 -2.16664 5.76802  -0.164
42 H -4.09313 -0.32810 5.93280  0.353
43 H -5.01561 -0.43555 3.21318  0.199
44 H -6.12301 -0.39389 4.67639  0.336
45 H -6.93944 -2.15206 3.06049  0.331
46 H -6.45635 -2.91726 4.72185  0.318
47 H -5.54466 -4.48722 3.01022  0.399
48 H -4.02923 -3.43067 3.39571  -0.536
49 H -6.09426 -3.27763 0.85930  0.333
50 H -5.04847 -1.84478 1.37849  0.177
51 H -4.27102 -4.29941 -0.26441  0.345
52 H -3.11783 -4.07901 1.20530  0.326
53 H -3.92547 -1.75889 -0.88270  0.130
54 H -2.92045 -1.54025 0.63239  -0.338
55 H -1.98001 -2.45034 -2.13761  0.223
56 H -1.75237 -3.82268 -0.92913  0.482
57 H 0.22322 -2.75579 -0.29633  0.437
58 H -0.78008 -1.60225 0.71828  0.300
59 H -0.61943 -0.75778 -2.25711  0.090
60 H 1.07127 -1.05672 -1.62189  0.417
61 H 3.75254 0.92119 0.77881  0.175
62 H 4.05878 -0.14608 -0.66240  0.489
63 H 2.09157 -1.74307 0.12387  0.166
64 H 3.57714 -2.77349 1.76577  0.383
65 H 4.00947 -1.12839 2.46613  0.352
66 H 4.79706 -1.61317 0.86986  0.240
67 H 2.52520 2.84643 -1.96116  -0.157
68 H 5.15829 2.50450 -0.33501  0.247
69 H 4.85617 1.54860 -1.86149  0.319
70 H 5.16547 3.27555 -3.33656  0.414
71 H 4.13401 4.50464 -2.45745  0.446
72 H 6.34698 5.50334 -1.76669  0.337
73 H 6.62614 4.04222 -0.70455  0.303
74 H 8.90917 3.21855 -1.33975  0.322
75 H 2.93793 5.24355 0.40765  0.352
76 H 2.19772 2.43785 2.54164  0.173
77 H -0.85026 3.30968 -1.33354  -0.855
78 H 0.68572 4.12330 -1.85653  0.513
79 H 0.03164 6.05496 -0.40471  0.359
80 H -0.07964 4.90408 1.02441  0.266
81 H -2.85095 4.82319 1.80611  0.326
82 H -2.54244 2.10900 1.61341  0.356
83 C 10.56707 -0.76845 0.69628  -1.315
84 C 9.54351 0.12839 0.00821  -0.331
85 C 8.33295 0.43770 0.89305  0.520
86 C 7.62740 -0.83678 1.25629  0.279
87 N 7.07403 -1.83982 1.53885  -0.518
88 H 10.14605 -1.74718 0.93981  0.349
89 H 11.42403 -0.93846 0.04063  0.368
90 H 10.93141 -0.31053 1.62081  0.326
91 H 9.21286 -0.35482 -0.91636  0.302
92 H 10.02754 1.06733 -0.27549  0.234
93 H 7.63616 1.09275 0.36232  -0.518
94 H 8.64621 0.94676 1.80880  0.378
95 C -4.96342 1.11402 -5.58509  -0.763
96 C -6.10890 0.13982 -5.83652  -0.629
97 C -6.70695 -0.42000 -4.54435  -0.434
98 C -5.65232 -1.16502 -3.77882  0.288
99 N -4.82176 -1.75130 -3.18031  -0.489
100 H -4.12499 0.62810 -5.08006  0.048
101 H -4.58847 1.50775 -6.52770  0.437
102 H -5.29449 1.95794 -4.97062  0.262
103 H -5.74540 -0.68110 -6.46272  0.294
104 H -6.89373 0.65117 -6.40112  0.343
105 H -7.53017 -1.10136 -4.77390  0.325
106 H -7.09972 0.38744 -3.92047  0.277
107 C -3.63624 -7.13741 5.89947  -1.163
108 C -3.21950 -6.03601 6.86856  -0.650
109 C -3.44604 -4.63078 6.30585  -0.335
110 C -2.63683 -4.44471 5.05535  0.475
111 N -1.99347 -4.30131 4.07326  -0.587
112 H -3.04562 -7.11005 4.98009  0.356
113 H -3.48426 -8.11956 6.35303  0.353
114 H -4.69344 -7.04568 5.63257  0.291
115 H -2.16288 -6.16774 7.12220  0.335
116 H -3.78861 -6.14438 7.79627  0.354
117 H -3.14565 -3.87883 7.04014  0.431
118 H -4.50375 -4.47546 6.07415  0.204
119 C 1.01267 1.43873 -5.99431  -1.376
120 C 0.28324 2.26242 -4.93817  0.084
121 C -1.14429 1.77325 -4.68143  0.694
122 C -1.94974 1.86648 -5.94465  -0.011
123 N -2.58167 1.94069 -6.93727  -0.573
124 H 0.51975 1.50443 -6.96723  0.401
125 H 2.03413 1.80494 -6.12321  0.405
126 H 1.06304 0.38472 -5.70406  0.312
127 H 0.26435 3.30977 -5.25609  0.430
128 H 0.84907 2.22042 -4.00076  -0.332
129 H -1.61661 2.38443 -3.91127  -0.088
130 H -1.13872 0.73571 -4.33524  0.060